# 1
Here is 8 unconnected molecules or ions with the total composition C72H152N8O8 from the Open Molecules 2025 dataset. Energies are from ωB97M-V/def2-TZVPD.

**E_LUMO**: 0.443 eV
**SMILES**: CC1(C)CCCC(C)(C)N1O.CC1(C)CCCC(C)(C)N1O.CC1(C)CCCC(C)(C)N1O.CC1(C)CCCC(C)(C)N1O.CC1(C)CCCC(C)(C)N1O.CC1(C)CCCC(C)(C)N1O.CC1(C)CCCC(C)(C)N1O.CC1(C)CCCC(C)(C)N1O
**HOMO**: -7.8 eV

Geometry (Å):
C 5.306 -6.132 2.329
C 4.205 -5.075 1.944
C 2.833 -5.626 1.631
C 2.059 -6.152 2.816
C 1.899 -5.038 3.747
C 3.222 -4.409 4.233
N 3.980 -4.074 2.997
O 5.013 -3.217 3.162
C 2.833 -3.060 4.945
C 3.906 -5.289 5.296
C 4.583 -4.390 0.613
H 5.884 -6.523 1.492
H 4.926 -7.024 2.828
H 5.986 -5.624 3.013
H 2.207 -4.911 1.097
H 2.995 -6.498 0.998
H 2.346 -7.102 3.267
H 1.119 -6.585 2.474
H 1.223 -5.275 4.569
H 1.311 -4.339 3.152
H 3.718 -2.628 5.412
H 2.515 -2.313 4.217
H 2.134 -3.193 5.771
H 4.329 -6.263 5.051
H 4.779 -4.770 5.692
H 3.333 -5.413 6.214
H 5.492 -3.791 0.672
H 3.834 -3.640 0.361
H 4.660 -5.078 -0.229
H 4.742 -2.410 2.718
C -0.111 -0.866 -5.757
C -1.370 -0.982 -4.863
C -1.457 0.335 -3.966
C -2.796 0.658 -3.324
C -3.868 0.576 -4.400
C -3.906 -0.780 -5.193
N -2.548 -1.143 -5.689
O -2.488 -2.297 -6.500
C -4.550 -1.944 -4.330
C -4.906 -0.422 -6.359
C -1.135 -2.233 -3.920
H -0.070 -1.565 -6.592
H 0.817 -1.042 -5.214
H -0.094 0.170 -6.093
H -0.845 0.312 -3.064
H -1.169 1.166 -4.610
H -2.706 1.665 -2.917
H -3.260 -0.003 -2.592
H -3.931 1.477 -5.011
H -4.816 0.740 -3.886
H -4.440 -1.806 -3.255
H -5.626 -2.032 -4.478
H -4.121 -2.935 -4.473
H -4.493 0.346 -7.012
H -5.257 -1.321 -6.865
H -5.801 0.124 -6.061
H -1.758 -2.197 -3.027
H -0.089 -2.153 -3.627
H -1.298 -3.167 -4.458
H -2.564 -1.929 -7.384
C -5.005 3.456 -0.329
C -5.852 2.534 0.564
C -5.718 1.115 -0.071
C -6.325 0.043 0.750
C -5.839 0.075 2.266
C -5.825 1.489 2.971
N -5.352 2.475 2.017
O -5.392 3.721 2.506
C -7.310 1.736 3.532
C -4.787 1.351 4.145
C -7.353 2.985 0.429
H -5.476 4.438 -0.305
H -4.694 3.223 -1.348
H -4.013 3.625 0.091
H -6.151 0.975 -1.062
H -4.661 0.853 -0.097
H -6.269 -0.927 0.257
H -7.396 0.247 0.750
H -4.854 -0.372 2.133
H -6.402 -0.714 2.762
H -7.340 1.610 4.614
H -7.836 2.676 3.362
H -8.034 1.013 3.155
H -5.029 2.120 4.878
H -4.897 0.377 4.621
H -3.782 1.484 3.743
H -7.889 2.968 -0.520
H -7.448 3.901 1.011
H -7.973 2.260 0.957
H -4.461 3.941 2.575
C -5.085 -9.164 -0.645
C -4.059 -8.576 0.285
C -3.061 -9.787 0.516
C -1.632 -9.428 1.049
C -1.099 -8.284 0.143
C -1.943 -6.955 0.047
N -3.330 -7.413 -0.340
O -4.201 -6.385 -0.602
C -1.764 -6.194 1.361
C -1.536 -6.064 -1.139
C -4.643 -8.117 1.630
H -4.780 -9.399 -1.664
H -5.977 -8.557 -0.796
H -5.482 -10.144 -0.380
H -3.502 -10.437 1.271
H -2.867 -10.417 -0.352
H -0.911 -10.243 0.982
H -1.554 -9.149 2.100
H -1.121 -8.690 -0.868
H -0.044 -8.114 0.358
H -2.168 -6.683 2.247
H -0.727 -5.884 1.484
H -2.301 -5.245 1.361
H -1.711 -6.587 -2.078
H -2.119 -5.143 -1.131
H -0.532 -5.645 -1.066
H -5.185 -7.178 1.518
H -3.823 -7.930 2.323
H -5.246 -8.903 2.086
H -3.803 -6.018 -1.395
C 6.302 1.059 -0.293
C 7.206 0.437 -1.324
C 6.339 0.673 -2.619
C 7.105 0.227 -3.865
C 8.382 1.093 -4.051
C 9.288 1.135 -2.755
N 8.415 1.286 -1.549
O 9.161 1.524 -0.339
C 10.368 -0.046 -2.645
C 10.267 2.425 -2.912
C 7.553 -1.047 -1.050
H 6.820 1.159 0.661
H 5.383 0.516 -0.076
H 6.130 2.113 -0.515
H 5.432 0.084 -2.479
H 6.007 1.710 -2.668
H 6.368 0.301 -4.664
H 7.408 -0.814 -3.761
H 8.147 2.125 -4.309
H 8.958 0.643 -4.860
H 10.030 -0.991 -3.069
H 11.310 0.217 -3.127
H 10.675 -0.021 -1.599
H 10.754 2.714 -1.980
H 11.108 2.416 -3.605
H 9.575 3.232 -3.155
H 8.007 -1.760 -1.738
H 6.699 -1.541 -0.586
H 8.304 -1.082 -0.261
H 9.220 2.482 -0.320
C -0.613 5.359 2.241
C -0.809 5.760 3.738
C -0.053 7.172 4.011
C -0.789 8.364 3.461
C -2.183 8.320 4.172
C -3.070 7.024 3.922
N -2.222 5.839 4.275
O -2.853 4.683 4.098
C -4.232 7.173 4.925
C -3.526 6.897 2.461
C -0.099 4.821 4.671
H -1.391 4.641 1.981
H 0.328 4.811 2.274
H -0.588 6.213 1.564
H 0.183 7.373 5.056
H 0.856 7.092 3.414
H -0.786 8.417 2.372
H -0.237 9.276 3.687
H -2.813 9.120 3.786
H -2.048 8.393 5.251
H -3.932 7.477 5.928
H -4.826 7.977 4.490
H -4.853 6.278 4.940
H -4.219 7.697 2.199
H -2.693 6.817 1.764
H -4.134 5.993 2.501
H 0.983 4.883 4.557
H -0.323 3.757 4.590
H -0.268 5.015 5.730
H -3.275 4.504 4.942
C 3.888 5.863 -3.697
C 2.856 4.832 -3.047
C 2.886 5.119 -1.449
C 1.604 4.850 -0.694
C 0.387 5.455 -1.437
C 0.282 4.912 -2.886
N 1.517 5.007 -3.643
O 1.488 4.868 -5.015
C -0.338 3.549 -2.928
C -0.740 5.959 -3.571
C 3.228 3.353 -3.303
H 3.687 6.112 -4.739
H 4.967 5.798 -3.551
H 3.923 6.864 -3.265
H 3.571 4.400 -0.998
H 3.254 6.130 -1.273
H 1.678 5.330 0.282
H 1.524 3.781 -0.500
H 0.185 6.516 -1.294
H -0.367 4.934 -0.848
H -1.243 3.520 -2.321
H -0.619 3.339 -3.960
H 0.329 2.815 -2.477
H -1.137 5.668 -4.543
H -1.573 6.070 -2.876
H -0.235 6.924 -3.600
H 2.412 2.673 -3.057
H 4.177 3.190 -2.791
H 3.361 3.207 -4.375
H 1.142 3.985 -5.159
C -1.772 -1.792 2.596
C -1.132 -0.936 1.408
C -1.168 0.522 1.936
C -0.313 1.581 1.236
C 1.104 1.057 1.187
C 1.249 -0.422 0.583
N 0.235 -1.368 1.028
O 0.335 -2.691 0.541
C 1.264 -0.263 -0.905
C 2.671 -0.878 1.006
C -2.040 -0.997 0.150
H -2.134 -2.769 2.277
H -2.618 -1.335 3.111
H -1.097 -1.884 3.446
H -2.154 0.983 1.886
H -1.032 0.603 3.014
H -0.353 2.598 1.629
H -0.788 1.636 0.257
H 1.654 1.201 2.117
H 1.559 1.807 0.539
H 2.167 0.285 -1.172
H 1.215 -1.210 -1.443
H 0.335 0.216 -1.213
H 3.415 -0.093 0.867
H 2.749 -1.142 2.061
H 3.008 -1.824 0.583
H -2.116 -2.046 -0.139
H -1.573 -0.488 -0.693
H -3.008 -0.501 0.216
H 0.862 -3.145 1.202

Forces on atoms 1 to 6 (eV/Å):
-0.49 0.35 0.08
0.37 0.04 -0.35
0.09 -2.51 0.11
-0.39 -1.72 -0.51
-0.88 0.73 0.83
-0.93 0.59 0.13

# 2
Here is a single C4H7BO2 molecule from the Open Molecules 2025 dataset. Energies are from ωB97M-V/def2-TZVPD.

**E_LUMO**: 0.464 eV
**HOMO**: -8.1 eV

Geometry (Å):
B -0.090 0.792 0.510
C 0.398 -1.771 -0.660
C -0.816 -1.271 -1.021
C 1.501 -0.853 -0.388
C -0.908 2.007 1.002
O -1.055 -0.023 -1.218
O 1.006 0.198 0.552
H 0.616 -2.740 -0.234
H -1.560 -2.097 -1.063
H 2.427 -1.101 0.145
H 1.910 -0.202 -1.082
H -0.396 2.901 0.778
H -1.167 2.108 2.105
H -1.867 2.052 0.574

Forces on atoms 1 to 6 (eV/Å):
-2.17 0.68 -1.82
1.44 -0.05 0.27
0.98 -1.90 0.40
0.38 0.25 1.51
-0.36 -0.84 2.23
0.39 1.06 1.84